Entry a
Entry from the OMol25 dataset: a molecular structure, C19H29CeN2O (the ωB97M-V functional and the def2-TZVPD basis).

As for the HOMO-LUMO gap (alpha / beta): 0.317 / 0.319 Eh. The expectation value of S² is 0.751.

Structure (ORCA input):
```
! wB97M-V def2-TZVPD RIJCOSX def2/J DEFGRID3
* xyz 2 2
C 0.5096 -2.6472 1.4923
H -0.3373 -2.7606 2.1828
H 0.8474 -3.6100 1.0963
H 0.0801 -2.2072 0.6066
C 1.6220 -1.8066 2.0905
H 2.1867 -1.1645 1.3738
H 1.1917 -1.1235 2.8296
C 2.5383 -2.7972 2.7873
H 3.3211 -2.2834 3.3326
H 1.9774 -3.3909 3.5164
H 3.0159 -3.4897 2.0868
C 0.9271 0.8030 -2.4082
C 2.1476 0.4023 -1.7317
C 2.1010 -1.0347 -1.5615
C 0.8723 -1.5132 -2.1144
C 0.1321 -0.3961 -2.6131
C -1.2045 -0.4654 -3.2672
C 0.5386 -2.9547 -2.3582
C 3.1991 -1.9059 -1.0290
C 3.0988 1.3069 -1.0380
C 0.4075 2.1885 -2.5256
Ce 0.3130 0.2296 -0.2372
H -0.5451 -3.1163 -2.4216
H 0.9608 -3.3210 -3.3113
H 0.9425 -3.6109 -1.5741
H -1.6789 -1.4399 -3.1068
H -1.8874 0.3115 -2.8990
H -1.1226 -0.3299 -4.3550
H 0.8802 2.8814 -1.8104
H 0.6412 2.5649 -3.5287
H -0.6913 2.2650 -2.4117
H 3.7519 0.7666 -0.3333
H 3.7541 1.7844 -1.7803
H 2.5963 2.1274 -0.4848
H 2.8041 -2.7778 -0.4827
H 3.8346 -2.3090 -1.8393
H 3.8615 -1.3492 -0.3527
N -4.7838 4.4293 1.4379
C -3.8084 3.7535 0.7636
O -3.4734 4.0571 -0.3827
C -3.1598 2.6254 1.5121
C -3.4706 2.2166 2.8215
C -2.7749 1.1386 3.3756
C -1.7897 0.4818 2.6322
N -1.4666 0.8971 1.3751
C -2.1580 1.9376 0.8145
H -5.2639 5.1733 0.9478
H -5.1191 4.1574 2.3436
H -4.2388 2.7344 3.3888
H -2.9726 0.7846 4.3835
H -1.2306 -0.3921 2.9928
H -1.8772 2.1786 -0.2258
*
```

Partial charges, Mulliken, in e: atom 1 (C): -1.000, atom 2 (H): 0.398, atom 3 (H): 0.362, atom 4 (H): 0.216, atom 5 (C): 0.568, atom 6 (H): -0.091, atom 7 (H): 0.260, atom 8 (C): -1.622, atom 9 (H): 0.408, atom 10 (H): 0.406, atom 11 (H): 0.352, atom 12 (C): 0.523, atom 13 (C): 0.360, atom 14 (C): 0.871, atom 15 (C): -0.109, atom 16 (C): 0.480, atom 17 (C): -1.307, atom 18 (C): -1.663, atom 19 (C): -1.138, atom 20 (C): -1.310, atom 21 (C): -1.151, atom 22 (Ce): 0.838, atom 23 (H): 0.415, atom 24 (H): 0.369, atom 25 (H): 0.289, atom 26 (H): 0.366, atom 27 (H): 0.270, atom 28 (H): 0.367, atom 29 (H): 0.320, atom 30 (H): 0.371, atom 31 (H): 0.430, atom 32 (H): 0.315, atom 33 (H): 0.411, atom 34 (H): 0.391, atom 35 (H): 0.297, atom 36 (H): 0.343, atom 37 (H): 0.278, atom 38 (N): -0.307, atom 39 (C): 0.436, atom 40 (O): -0.617, atom 41 (C): 0.290, atom 42 (C): -0.246, atom 43 (C): -0.968, atom 44 (C): -0.175, atom 45 (N): -0.141, atom 46 (C): -0.173, atom 47 (H): 0.267, atom 48 (H): 0.132, atom 49 (H): 0.358, atom 50 (H): 0.433, atom 51 (H): 0.315, atom 52 (H): 0.515


Entry b
Entry from the OMol25 dataset: a molecular structure, C19H29CeN2O (the ωB97M-V functional and the def2-TZVPD basis).

As for the HOMO-LUMO gap (alpha / beta): 0.242 / 0.238 Eh. The expectation value of S² is 0.758.

Structure (ORCA input):
```
! wB97M-V def2-TZVPD RIJCOSX def2/J DEFGRID3
* xyz 2 2
C 1.2370 2.1701 -0.7620
H 1.5461 2.4700 0.2577
H 1.9907 2.0635 -1.5654
H 1.9515 0.6858 -0.1925
C 0.0120 2.9760 -1.1971
H -0.6944 2.3932 -1.8235
H -0.5643 3.2814 -0.3061
C 0.3791 4.2610 -1.9823
H -0.5749 4.7543 -2.2388
H 0.9946 4.9482 -1.3821
H 0.9407 4.0412 -2.9031
C -0.5199 -2.1910 -1.6004
C -0.9236 -1.1090 -2.4423
C 0.2672 -0.4340 -2.9125
C 1.4046 -1.1019 -2.3240
C 0.9284 -2.1735 -1.5102
C 1.7649 -3.1037 -0.6938
C 2.8349 -0.7775 -2.6098
C 0.3213 0.7013 -3.8833
C -2.3293 -0.6661 -2.6959
C -1.4325 -3.0657 -0.7984
Ce 0.0591 -0.0747 -0.4794
H 3.4753 -1.0389 -1.7469
H 3.1922 -1.3310 -3.5036
H 2.9776 0.3076 -2.7924
H 2.7592 -2.6632 -0.5240
H 1.3192 -3.2761 0.3014
H 1.9053 -4.0925 -1.1691
H -2.3852 -2.5598 -0.5678
H -1.6413 -3.9988 -1.3458
H -1.0034 -3.3298 0.1857
H -2.3771 0.3638 -3.0987
H -2.7823 -1.3582 -3.4279
H -2.9542 -0.6663 -1.7789
H 1.1281 1.4132 -3.6303
H 0.5323 0.2766 -4.8829
H -0.6261 1.2668 -3.9296
N -1.4495 -0.7501 6.9153
C -1.1172 0.3641 6.2336
O -0.9830 1.4516 6.8031
C -0.9166 0.2480 4.7954
C -1.0556 -0.9365 4.0712
C -0.8069 -0.9789 2.6981
N -0.4239 0.1362 2.0010
C -0.2611 1.3151 2.6963
C -0.4954 1.3745 4.0674
H -1.5868 -0.6992 7.9213
H -1.4754 -1.6396 6.5312
H -1.3378 -1.9007 4.4686
H -0.9099 -1.9328 2.1387
H 0.0442 2.2206 2.1189
H -0.3379 2.3654 4.4956
*
```

Partial charges, Mulliken, in e: atom 1 (C): -1.038, atom 2 (H): 0.732, atom 3 (H): 0.540, atom 4 (H): 0.137, atom 5 (C): 0.075, atom 6 (H): 0.057, atom 7 (H): 0.398, atom 8 (C): -1.422, atom 9 (H): 0.400, atom 10 (H): 0.385, atom 11 (H): 0.334, atom 12 (C): 0.356, atom 13 (C): 0.468, atom 14 (C): 0.348, atom 15 (C): 0.191, atom 16 (C): 0.421, atom 17 (C): -1.302, atom 18 (C): -1.279, atom 19 (C): -1.087, atom 20 (C): -1.362, atom 21 (C): -1.096, atom 22 (Ce): 0.546, atom 23 (H): 0.342, atom 24 (H): 0.360, atom 25 (H): 0.293, atom 26 (H): 0.344, atom 27 (H): 0.287, atom 28 (H): 0.356, atom 29 (H): 0.305, atom 30 (H): 0.363, atom 31 (H): 0.329, atom 32 (H): 0.316, atom 33 (H): 0.396, atom 34 (H): 0.393, atom 35 (H): 0.266, atom 36 (H): 0.392, atom 37 (H): 0.301, atom 38 (N): -0.285, atom 39 (C): 0.465, atom 40 (O): -0.589, atom 41 (C): 1.019, atom 42 (C): -0.810, atom 43 (C): -0.253, atom 44 (N): -0.262, atom 45 (C): 0.003, atom 46 (C): -0.788, atom 47 (H): 0.260, atom 48 (H): 0.116, atom 49 (H): 0.273, atom 50 (H): 0.237, atom 51 (H): 0.307, atom 52 (H): 0.462


Which of them is most stable, and which least? Most stable: entry a; least stable: entry b.


Entry a
Entry from the OMol25 dataset: a single C4H6N2O3S molecule (the ωB97M-V functional and the def2-TZVPD basis).

Its SMILES is O=S(=O)(CO)c1ncc[nH]1. As for the HOMO-LUMO gap: 0.368 Eh.

Structure (ORCA input):
```
! wB97M-V def2-TZVPD RIJCOSX def2/J DEFGRID3
* xyz 0 1
O 2.1684 1.4102 1.0487
S 0.9687 1.3097 0.2432
O 0.0437 2.3904 0.3388
C 1.2657 1.0843 -1.7114
O 0.1137 1.5998 -2.2871
C -0.1392 -0.3097 0.7142
N 0.3965 -1.4273 0.3520
C -0.4911 -2.3748 0.7709
C -1.6075 -1.8093 1.3405
N -1.3572 -0.4256 1.3821
H 2.2294 1.6056 -1.7716
H 1.1808 -0.0830 -1.8520
H 0.1043 2.4901 -2.1179
H -0.4080 -3.4389 0.6542
H -2.4614 -2.3954 1.5398
H -2.0066 0.3739 1.3556
*
```

Partial charges, Mulliken, in e: atom 1 (O): -0.592, atom 2 (S): 1.089, atom 3 (O): -0.646, atom 4 (C): -0.454, atom 5 (O): -0.436, atom 6 (C): 0.120, atom 7 (N): -0.465, atom 8 (C): -0.252, atom 9 (C): -0.357, atom 10 (N): -0.140, atom 11 (H): 0.344, atom 12 (H): 0.376, atom 13 (H): 0.323, atom 14 (H): 0.392, atom 15 (H): 0.390, atom 16 (H): 0.306


Entry b
Entry from the OMol25 dataset: a single C4H6N2O3S molecule (the ωB97M-V functional and the def2-TZVPD basis).

Its SMILES is NS(=O)(=O)/C=C\C=C/N=O. As for the HOMO-LUMO gap: 0.328 Eh.

Structure (ORCA input):
```
! wB97M-V def2-TZVPD RIJCOSX def2/J DEFGRID3
* xyz 0 1
N -1.7413 1.6185 -0.5516
S -1.6264 -0.0248 -0.2574
O -1.1861 -0.5955 -1.4772
O -2.7411 -0.6339 0.4428
C -0.3705 -0.1441 1.1231
C 0.3431 -1.2943 0.8092
C 1.3387 -1.2262 -0.1631
C 1.7707 -0.0160 -0.8359
N 1.5838 1.0883 -0.1556
O 0.6581 1.3955 0.5838
H -1.2525 1.7024 -1.4009
H -1.2182 2.2189 0.1485
H -0.5440 0.1315 2.1186
H 0.4823 -2.1040 1.5506
H 1.9335 -2.0260 -0.3485
H 2.5696 -0.0903 -1.5863
*
```

Partial charges, Mulliken, in e: atom 1 (N): -0.652, atom 2 (S): 1.197, atom 3 (O): -0.549, atom 4 (O): -0.630, atom 5 (C): 0.011, atom 6 (C): -0.692, atom 7 (C): -0.109, atom 8 (C): -0.455, atom 9 (N): -0.116, atom 10 (O): -0.330, atom 11 (H): 0.314, atom 12 (H): 0.368, atom 13 (H): 0.438, atom 14 (H): 0.311, atom 15 (H): 0.507, atom 16 (H): 0.386


Which of them is most stable, and which least? Most stable: entry a; least stable: entry b.


Entry a
Entry from the OMol25 dataset: a gas-phase ion, C6H11O (charge +1) (the ωB97M-V functional and the def2-TZVPD basis).

As for the HOMO-LUMO gap: 0.472 Eh.

Structure (ORCA input):
```
! wB97M-V def2-TZVPD RIJCOSX def2/J DEFGRID3
* xyz 1 1
C 0.6110 -1.3588 0.8161
C 1.2873 -0.0982 0.2475
C -1.8595 -0.7148 0.3915
C -0.6653 -1.4345 0.0263
C 0.0395 0.9018 0.0766
C 0.4986 1.8651 -1.1164
O -0.9423 0.0127 -0.4751
H 1.1613 -2.2769 0.5673
H 0.2597 -1.1609 1.9344
H 2.2236 0.3464 0.6385
H 1.5797 -0.1977 -0.7742
H -2.7818 -0.8908 -0.1024
H -1.8788 -0.2867 1.4491
H -0.8235 -2.1154 -0.7350
H -0.2735 1.1455 1.0646
H 0.7208 1.2598 -1.9671
H 1.2412 2.5208 -0.6667
H -0.3981 2.4825 -1.3752
*
```

Partial charges, Mulliken, in e: atom 1 (C): -0.616, atom 2 (C): -0.730, atom 3 (C): -0.364, atom 4 (C): 0.153, atom 5 (C): 0.036, atom 6 (C): -1.278, atom 7 (O): -0.137, atom 8 (H): 0.377, atom 9 (H): 0.248, atom 10 (H): 0.430, atom 11 (H): 0.382, atom 12 (H): 0.276, atom 13 (H): 0.249, atom 14 (H): 0.392, atom 15 (H): 0.408, atom 16 (H): 0.427, atom 17 (H): 0.378, atom 18 (H): 0.372


Entry b
Entry from the OMol25 dataset: a gas-phase ion, C6H11O (charge +1) (the ωB97M-V functional and the def2-TZVPD basis).

As for the HOMO-LUMO gap: 0.387 Eh.

Structure (ORCA input):
```
! wB97M-V def2-TZVPD RIJCOSX def2/J DEFGRID3
* xyz 1 1
C 2.0225 1.3938 -1.6040
C 0.8036 1.0435 -0.7598
C -1.5572 -0.6195 -0.0932
C -1.1886 -0.3700 1.3867
C -0.1693 -1.1199 -0.6334
C 0.3316 -0.0206 1.3622
O 0.7433 -0.1492 -0.0903
H 2.0596 2.2302 -2.2474
H 2.9005 0.7787 -1.4152
H -0.1671 1.5772 -0.7216
H -2.4590 -1.3119 -0.1788
H -1.8635 0.3105 -0.6022
H -1.7824 0.4397 1.9265
H -1.4594 -1.1810 2.0634
H 0.1991 -2.0979 -0.2833
H 0.1638 -0.9856 -1.7110
H 0.6186 0.9196 1.7318
H 0.8039 -0.8374 1.8696
*
```

Partial charges, Mulliken, in e: atom 1 (C): -0.709, atom 2 (C): 0.083, atom 3 (C): -0.624, atom 4 (C): -0.358, atom 5 (C): -0.325, atom 6 (C): -0.438, atom 7 (O): -0.173, atom 8 (H): 0.310, atom 9 (H): 0.255, atom 10 (H): 0.357, atom 11 (H): 0.352, atom 12 (H): 0.259, atom 13 (H): 0.295, atom 14 (H): 0.362, atom 15 (H): 0.289, atom 16 (H): 0.382, atom 17 (H): 0.411, atom 18 (H): 0.272


Which of them is most stable, and which least? Most stable: entry a; least stable: entry b.


Entry a
Entry from the OMol25 dataset: 2 unconnected molecules or ions with the total composition C6H5NO5 (the ωB97M-V functional and the def2-TZVPD basis).

As for the HOMO-LUMO gap: 0.241 Eh.

Structure (ORCA input):
```
! wB97M-V def2-TZVPD RIJCOSX def2/J DEFGRID3
* xyz -2 1
C -2.0172 -0.5439 -0.8970
C -0.7661 -0.1336 -0.9745
C 1.9551 2.9803 1.7352
C 1.5843 0.1867 -0.3887
C 0.0963 -1.3532 1.0634
C 0.3136 -0.4539 -0.0295
N 2.9671 2.4131 1.4778
O 2.6029 0.0559 0.6478
O 1.1460 -1.5462 1.8484
O 1.1021 3.8182 1.9665
O 1.8418 0.7361 -1.5118
O -0.9353 -1.9442 1.3902
H -2.7103 -0.2634 -1.6113
H -2.2202 -1.3348 -0.1823
H -0.3574 0.4123 -1.8920
H 1.9138 -0.7819 1.4585
H 2.6782 1.0492 0.9073
*
```

Partial charges, Mulliken, in e: atom 1 (C): -0.772, atom 2 (C): -0.467, atom 3 (C): 0.582, atom 4 (C): 0.337, atom 5 (C): 0.682, atom 6 (C): 0.123, atom 7 (N): -0.785, atom 8 (O): -0.676, atom 9 (O): -0.696, atom 10 (O): -0.691, atom 11 (O): -0.720, atom 12 (O): -0.765, atom 13 (H): 0.309, atom 14 (H): 0.274, atom 15 (H): 0.184, atom 16 (H): 0.562, atom 17 (H): 0.520


Entry b
Entry from the OMol25 dataset: 2 unconnected molecules or ions with the total composition C6H5NO5 (the ωB97M-V functional and the def2-TZVPD basis).

As for the HOMO-LUMO gap: 0.243 Eh.

Structure (ORCA input):
```
! wB97M-V def2-TZVPD RIJCOSX def2/J DEFGRID3
* xyz -2 1
C -0.2166 -0.0755 1.2469
C -0.7472 0.5839 0.2399
C -1.0253 -0.0580 -1.0921
C 2.9547 -1.1559 0.1607
C 2.8993 1.2595 -0.8795
C 3.2816 0.0562 -0.4485
N -0.1886 -1.0015 -1.5600
O 1.8256 -1.7316 -0.2177
O 4.2133 1.3077 -0.1603
O -2.0958 0.3963 -1.6962
O 3.8070 -1.7152 0.9024
O 2.2952 2.1502 -1.4928
H -0.3246 0.4056 2.1414
H 0.4429 -0.9542 1.2600
H -1.2803 1.5249 0.4745
H 1.1275 -1.2448 -0.7070
H -0.5033 -1.3660 -2.4749
*
```

Partial charges, Mulliken, in e: atom 1 (C): -0.779, atom 2 (C): -0.212, atom 3 (C): 0.540, atom 4 (C): 0.307, atom 5 (C): 0.893, atom 6 (C): -0.141, atom 7 (N): -0.603, atom 8 (O): -0.570, atom 9 (O): -0.543, atom 10 (O): -0.829, atom 11 (O): -0.782, atom 12 (O): -0.709, atom 13 (H): 0.272, atom 14 (H): 0.348, atom 15 (H): 0.253, atom 16 (H): 0.444, atom 17 (H): 0.108


Which of them is most stable, and which least? Most stable: entry a; least stable: entry b.